Here is a 2-piece molecular cluster, C3H11N2 overall in a non-equilibrium geometry from the OMol25 dataset. Energies are from ωB97M-V/def2-TZVPD.

HOMO energy   -0.555 Eh
Orbital gap   0.42610 hartree
Relative energy (zero: lowest compared OMol25 entry of this formula, charge and spin)   173.5 kJ/mol
Largest force on an atom   0.0717 Eh/bohr

```
! RIJCOSX wB97M-V def2-TZVPD def2/J DEFGRID3
* xyz 1 1
N 1.8943 -0.1064 -0.7658
N -0.0201 0.3797 1.0943
C 1.9253 1.0080 -1.4336
C -1.4318 0.1837 0.4315
C -1.5962 -1.3090 0.1798
H -2.3119 -1.4563 -0.6224
H 0.7446 0.1755 0.3514
H 2.8495 -0.6014 -0.6696
H 0.9919 1.4208 -1.8477
H -0.7255 -1.8730 0.0422
H -2.1105 -1.6398 0.9786
H -1.3518 0.8374 -0.4087
H 0.2332 -0.1803 1.8581
H 0.1053 1.3826 1.4323
H -2.0481 0.5478 1.2831
H 2.8517 1.2308 -1.9033
*
```

Here is a 2-piece molecular cluster, C3H11N2 overall in a non-equilibrium geometry from the OMol25 dataset. Energies are from ωB97M-V/def2-TZVPD.

HOMO energy   -0.571 Eh
Orbital gap   0.40330 hartree
Relative energy (zero: lowest compared OMol25 entry of this formula, charge and spin)   168.4 kJ/mol
Largest force on an atom   0.0905 Eh/bohr

```
! RIJCOSX wB97M-V def2-TZVPD def2/J DEFGRID3
* xyz 1 1
N 0.3304 0.0705 -1.6052
N 1.6375 0.3940 0.2090
C -1.5234 0.4206 1.2127
C -1.6113 -1.1746 1.0005
C 1.5175 0.4441 -1.1144
H -2.6413 0.8649 1.5295
H -2.2475 -1.6601 1.6713
H -0.3825 -0.1427 -0.8487
H 0.7952 0.1993 0.7757
H -0.5259 -1.4909 1.0391
H 0.2188 -0.5416 -2.3872
H -2.0038 -1.3035 -0.0711
H -0.9526 0.6617 2.1660
H -1.3077 0.9673 0.2310
H 2.5645 0.2694 0.7244
H 2.4117 0.7831 -1.6491
*
```